Record 1
6
Properties=species:S:1:pos:R:3:forces:R:3 method="wB97M-V/def2-TZVPD" total_energy_ha=-152.833200 multiplicity=2 total_charge=-1 e_lumo_ha="0.1714 / 0.1671" homo_lumo_gap_ev="3.5170 / 11.0317"
O -0.197 -1.093 0.758 0.31 0.11 -0.02
O 0.179 1.229 -0.832 -0.05 -0.35 0.13
H -0.303 -0.848 1.713 0.03 -0.13 -0.19
H 0.029 0.360 -0.364 0.03 0.55 -0.17
H -0.265 1.171 -1.683 -0.01 -0.20 0.14
H 0.692 -1.537 0.749 -0.30 0.02 0.10

Record 2
6
Properties=species:S:1:pos:R:3:forces:R:3 method="wB97M-V/def2-TZVPD" total_energy_ha=-152.863780 e_lumo_ha=0.0186 homo_lumo_gap_ev=10.9241
O 1.356 0.076 -0.096 -1.21 -0.54 0.10
O -1.177 -0.017 0.034 -2.04 2.30 0.61
H 1.730 -0.410 0.633 0.65 -0.14 0.34
H 0.386 -0.173 0.005 1.59 0.84 -0.47
H -1.765 -0.676 -0.301 -0.55 -0.84 -0.39
H -1.778 0.790 0.151 1.55 -1.62 -0.19

Record 3
6
Properties=species:S:1:pos:R:3:forces:R:3 method="wB97M-V/def2-TZVPD" total_energy_ha=-152.855806 e_lumo_ha=0.0177 homo_lumo_gap_ev=12.2005
O 1.707 -0.139 -0.124 -1.02 -0.37 0.63
O -1.843 0.003 -0.150 -0.50 0.82 -0.04
H -1.488 -0.869 -0.159 0.31 -1.13 -0.13
H -1.204 0.519 0.338 0.09 0.34 0.14
H 1.982 0.793 -0.298 -1.21 -1.03 0.71
H 0.845 -0.307 0.392 2.33 1.38 -1.33

Record 4
6
Properties=species:S:1:pos:R:3:forces:R:3 method="wB97M-V/def2-TZVPD" total_energy_ha=-152.865574 e_lumo_ha=0.0215 homo_lumo_gap_ev=11.9981
O -1.657 -0.260 -0.038 -0.17 -0.92 0.30
O 2.158 -0.221 0.016 -1.03 1.56 -0.01
H -2.413 -0.047 0.524 0.32 0.25 -0.26
H -1.295 0.535 -0.410 -0.11 0.68 -0.07
H 1.848 0.736 0.102 0.52 -2.10 -0.19
H 1.359 -0.743 -0.194 0.48 0.52 0.22

Record 5
6
Properties=species:S:1:pos:R:3:forces:R:3 method="wB97M-V/def2-TZVPD" total_energy_ha=-152.873543 e_lumo_ha=0.0234 homo_lumo_gap_ev=11.5409
O -1.158 1.148 0.828 0.00 -0.15 -0.14
O 0.720 -0.815 -0.470 -0.03 -0.22 -0.12
H 1.633 -1.011 -0.234 -0.12 0.07 0.03
H 0.380 -1.630 -0.859 0.07 0.12 0.04
H -0.813 1.918 0.366 -0.02 -0.07 0.02
H -0.762 0.390 0.369 0.09 0.25 0.17

Record 6
6
Properties=species:S:1:pos:R:3:forces:R:3 method="wB97M-V/def2-TZVPD" total_energy_ha=-152.862747 e_lumo_ha=0.0302 homo_lumo_gap_ev=12.2942
O -1.812 -2.250 0.963 -0.06 -1.26 -0.69
O 1.839 2.424 -0.984 0.56 0.25 -0.72
H -1.100 -2.904 1.010 0.41 0.49 0.47
H -2.384 -2.788 0.386 -0.34 0.77 0.21
H 2.058 1.507 -1.219 -0.57 0.46 0.70
H 1.251 2.517 -0.233 0.00 -0.71 0.02

Record 7
6
Properties=species:S:1:pos:R:3:forces:R:3 method="wB97M-V/def2-TZVPD" total_energy_ha=-152.863682 e_lumo_ha=0.0225 homo_lumo_gap_ev=11.9465
O -1.118 -1.031 0.557 1.54 -0.30 1.05
O 1.269 1.103 -0.957 -1.69 -0.34 1.17
H -0.267 -1.461 0.817 -0.80 0.06 -0.92
H 0.723 0.979 -0.106 1.07 0.21 -2.28
H 0.638 0.976 -1.705 0.58 0.08 1.09
H -1.245 -0.566 1.394 -0.70 0.29 -0.11

Record 8
6
Properties=species:S:1:pos:R:3:forces:R:3 method="wB97M-V/def2-TZVPD" total_energy_ha=-152.862549 e_lumo_ha=0.0332 homo_lumo_gap_ev=11.9004
O -0.909 -0.849 -0.084 -0.64 0.23 0.89
O 0.944 1.219 -0.010 1.23 -0.93 0.28
H 0.457 1.471 0.768 -0.61 0.33 0.28
H -0.176 -1.130 -0.626 -0.29 -0.21 -0.55
H 1.449 0.454 0.350 -0.35 0.76 -0.59
H -1.766 -1.165 -0.399 0.66 -0.19 -0.30

Record 9
6
Properties=species:S:1:pos:R:3:forces:R:3 method="wB97M-V/def2-TZVPD" total_energy_ha=-152.871392 e_lumo_ha=0.0251 homo_lumo_gap_ev=11.6762
O -0.213 -1.019 -0.633 0.10 0.77 0.26
O 0.133 1.526 0.990 -0.90 0.36 1.57
H 0.658 2.009 0.383 0.74 0.39 -0.99
H 0.257 -1.625 -1.192 0.36 -0.45 -0.38
H -0.951 -1.505 -0.282 -0.48 -0.33 0.18
H 0.115 0.615 0.734 0.18 -0.74 -0.65

Record 10
6
Properties=species:S:1:pos:R:3:forces:R:3 method="wB97M-V/def2-TZVPD" total_energy_ha=-152.863950 e_lumo_ha=0.0202 homo_lumo_gap_ev=11.6855
O -1.700 -0.011 -0.112 1.28 -1.03 -0.09
O 1.133 0.170 -0.078 0.62 -1.45 0.54
H 0.892 -0.647 0.413 0.11 0.78 -0.10
H 2.046 -0.075 -0.310 -0.29 0.52 -0.21
H -1.620 0.866 0.250 -0.03 0.53 0.17
H -0.750 -0.303 -0.164 -1.69 0.66 -0.31

Record 11
6
Properties=species:S:1:pos:R:3:forces:R:3 method="wB97M-V/def2-TZVPD" total_energy_ha=-152.870112 e_lumo_ha=0.0259 homo_lumo_gap_ev=11.8578
O -0.713 0.913 -1.002 -0.34 1.76 1.08
O 0.765 -1.027 1.096 -0.49 -0.89 0.17
H 0.832 -0.456 0.335 -0.08 0.41 -0.45
H -1.064 1.524 -0.282 0.60 -1.34 -1.24
H 0.127 -1.709 0.812 0.48 0.52 0.26
H -0.311 1.552 -1.617 -0.18 -0.47 0.18

Record 12
6
Properties=species:S:1:pos:R:3:forces:R:3 method="wB97M-V/def2-TZVPD" total_energy_ha=-152.861727 e_lumo_ha=0.0261 homo_lumo_gap_ev=11.9235
O -1.617 -0.102 -0.309 -0.94 0.18 0.85
O 1.965 -0.047 -0.340 -2.12 1.43 1.48
H -1.716 0.825 -0.005 -0.08 -0.92 -0.27
H 2.508 -0.484 0.321 0.04 -0.04 0.11
H -2.359 -0.602 0.119 1.01 0.79 -0.55
H 1.218 0.410 0.213 2.09 -1.45 -1.62

Record 13
6
Properties=species:S:1:pos:R:3:forces:R:3 method="wB97M-V/def2-TZVPD" total_energy_ha=-152.852024 e_lumo_ha=0.0140 homo_lumo_gap_ev=11.3135
O 1.555 -0.379 0.019 0.61 -0.19 0.79
O -1.367 0.331 -0.202 -4.86 1.99 3.27
H -1.988 1.178 0.080 2.88 -2.27 -1.64
H 0.629 -0.118 0.031 -0.21 0.11 0.11
H 1.841 -0.450 0.954 -0.42 0.12 -0.92
H -1.987 -0.229 0.400 2.01 0.24 -1.62

Record 14
7
Properties=species:S:1:pos:R:3:forces:R:3 method="wB97M-V/def2-TZVPD" total_energy_ha=-442.144932 e_lumo_ha="-0.0923 / -0.0923" homo_lumo_gap_ev="7.5085 / 7.5137"
Si 1.004 -0.177 -0.083 0.85 -2.56 -0.52
O -0.277 0.739 0.010 -4.68 -0.41 -0.02
O -2.097 -0.364 0.178 4.90 -3.92 -2.07
H -2.409 0.398 0.485 -2.35 5.27 2.15
H 1.011 -1.300 -1.187 0.18 1.10 1.16
H 1.643 -0.513 1.229 0.01 -0.07 -0.56
H 1.124 1.217 -0.632 1.08 0.60 -0.14

Record 15
7
Properties=species:S:1:pos:R:3:forces:R:3 method="wB97M-V/def2-TZVPD" total_energy_ha=-442.237969 e_lumo_ha=0.0130 homo_lumo_gap_ev=10.5110
Si 0.024 0.575 0.243 -1.05 0.26 1.33
O 0.029 -1.063 0.152 -0.32 -0.75 0.75
O 0.182 -1.880 -0.974 -1.18 1.03 -2.83
H -0.363 -1.422 -1.718 1.22 -1.18 1.76
H 0.176 0.385 1.812 0.50 1.03 -1.54
H -1.294 1.316 0.124 0.35 -0.44 -0.11
H 0.771 1.108 -0.935 0.47 0.05 0.63

Record 16
8
Properties=species:S:1:pos:R:3:forces:R:3 method="wB97M-V/def2-TZVPD" total_energy_ha=-1158.514537 e_lumo_ha=0.0075 homo_lumo_gap_ev=9.2735
S -3.049 0.102 -0.090 1.40 -0.03 -0.38
P -1.107 0.358 -0.004 -1.40 -2.15 -0.01
P 1.564 -1.226 -0.084 -0.94 1.10 -2.07
O -0.162 -1.013 -0.017 0.70 1.23 0.15
H -0.439 1.169 -0.859 0.42 0.47 -1.32
H 2.033 -0.043 -0.974 -0.92 -1.54 0.73
H -0.867 1.085 1.098 0.77 0.35 1.57
H 2.027 -0.432 0.929 -0.03 0.56 1.32

Record 17
6
Properties=species:S:1:pos:R:3:forces:R:3 method="wB97M-V/def2-TZVPD" total_energy_ha=-475.806523 e_lumo_ha=0.0304 homo_lumo_gap_ev=10.5028
S 1.642 -2.273 -1.205 -0.23 0.08 -0.10
O -0.980 1.941 1.064 -0.40 0.34 1.12
H -1.145 1.370 1.848 0.18 0.66 -0.83
H 0.370 -2.298 -0.766 0.19 0.01 -0.06
H 1.301 -1.592 -2.314 0.05 -0.09 0.17
H -1.188 2.852 1.372 0.22 -1.00 -0.30

Record 18
7
Properties=species:S:1:pos:R:3:forces:R:3 method="wB97M-V/def2-TZVPD" total_energy_ha=-873.800008 e_lumo_ha=-0.1951 homo_lumo_gap_ev=4.2353
S 0.743 0.755 1.697 -0.51 -0.17 -0.70
S -1.387 0.081 -1.603 0.18 0.57 0.26
O 1.062 -1.137 -0.632 -0.35 0.22 -0.56
H 1.422 -0.871 0.198 1.08 -0.36 0.89
H 0.501 1.639 2.659 -0.24 0.33 0.20
H 0.372 -0.458 -0.678 0.25 -0.65 -0.32
H -2.713 -0.009 -1.642 -0.41 0.05 0.23

Record 19
6
Properties=species:S:1:pos:R:3:forces:R:3 method="wB97M-V/def2-TZVPD" total_energy_ha=-798.746939 e_lumo_ha=0.0257 homo_lumo_gap_ev=10.4692
S 0.007 -0.018 -2.545 -0.15 0.12 0.03
S -0.603 0.076 3.094 -0.26 -0.25 0.52
H 0.156 -1.085 -3.337 0.08 -0.05 0.00
H 1.228 -0.136 -2.016 0.07 -0.07 -0.03
H 0.374 -0.025 2.199 0.07 0.22 -0.30
H -1.161 1.188 2.606 0.18 0.03 -0.22